Record 1
{
  "formula": "C4H5NO",
  "method": "the ωB97M-V functional and the def2-TZVPD basis",
  "lumo_energy_ev": 0.5660,
  "max_force_ev_per_a": 1.14,
  "relative_energy_ev": 1.4645,
  "e_homo_ev": -10.16,
  "smiles": "N#C[C@@H]1C[C@@H]1O",
  "charge": 0,
  "e_tot_ev": -7765.062,
  "multiplicity": 1,
  "elements": ["N", "C", "C", "C", "C", "O", "H", "H", "H", "H", "H"],
  "xyz": [[2.855276, 0.311631, 0.699868], [1.727062, 0.051412, 0.676324], [0.338630, -0.336059, 0.682840], [-0.265179, -0.935997, -0.572524], [-0.788556, 0.360906, -0.096439], [-0.593952, 1.435772, -0.948600], [0.023663, -0.779822, 1.625535], [-0.840985, -1.849389, -0.484196], [0.356497, -0.850299, -1.459765], [-1.723632, 0.377450, 0.461248], [-1.016029, 2.218460, -0.574474]],
  "atomic_forces_ev_per_a": [[-1.1, -0.2, 0.0], [0.9, 0.4, -0.1], [0.0, 0.0, 0.1], [-0.1, -0.2, -0.1], [-0.1, -0.3, 0.2], [0.1, 0.2, 0.2], [0.1, 0.1, -0.2], [0.0, 0.1, 0.0], [-0.1, -0.1, 0.1], [0.1, -0.1, -0.2], [0.2, -0.1, 0.0]]
}

=====

Record 2
{
  "formula": "C4H5NO",
  "method": "the ωB97M-V functional and the def2-TZVPD basis",
  "lumo_energy_ev": 0.8878,
  "max_force_ev_per_a": 0.67,
  "relative_energy_ev": 1.4941,
  "e_homo_ev": -9.81,
  "smiles": "CC#CC(N)=O",
  "charge": 0,
  "e_tot_ev": -7765.032,
  "multiplicity": 1,
  "elements": ["C", "C", "C", "C", "N", "O", "H", "H", "H", "H", "H"],
  "xyz": [[-2.333063, 0.081006, 0.216940], [-1.024736, -0.215442, -0.346457], [0.157714, -0.400916, -0.501535], [1.515196, -0.526319, 0.027737], [2.378599, 0.437130, -0.388404], [1.791157, -1.364676, 0.864503], [-3.116004, -0.638379, -0.025555], [-2.665128, 1.091745, -0.036112], [-2.145480, 0.010940, 1.292772], [3.299412, 0.443099, 0.019700], [2.142332, 1.081810, -1.123584]],
  "atomic_forces_ev_per_a": [[-0.1, 0.0, 0.0], [0.6, 0.0, 0.1], [-0.6, 0.0, 0.3], [0.1, -0.1, 0.1], [0.2, -0.1, 0.0], [0.1, 0.2, -0.3], [0.1, 0.0, -0.2], [0.0, -0.2, 0.0], [-0.3, 0.2, 0.0], [-0.1, 0.0, -0.1], [0.0, -0.1, 0.1]]
}

=====

Record 3
{
  "formula": "C4H5NO",
  "method": "the ωB97M-V functional and the def2-TZVPD basis",
  "lumo_energy_ev": 0.8445,
  "max_force_ev_per_a": 0.80,
  "relative_energy_ev": 0.7048,
  "e_homo_ev": -8.31,
  "smiles": "Oc1ccc[nH]1",
  "charge": 0,
  "e_tot_ev": -7765.822,
  "multiplicity": 1,
  "elements": ["O", "C", "C", "C", "C", "N", "H", "H", "H", "H", "H"],
  "xyz": [[2.210682, 0.384366, -0.012652], [0.885153, 0.068742, 0.018914], [0.251065, -1.117157, 0.181983], [-1.159348, -0.833080, 0.101473], [-1.307772, 0.507345, -0.062872], [-0.040153, 1.094893, -0.119473], [2.425129, 0.596406, -0.932879], [0.732826, -2.067373, 0.354321], [-1.957636, -1.561967, 0.134268], [-2.198264, 1.104185, -0.216630], [0.158317, 1.823635, 0.553550]],
  "atomic_forces_ev_per_a": [[0.0, -0.1, -0.1], [-0.3, -0.2, 0.1], [0.1, 0.0, -0.1], [-0.1, 0.0, 0.0], [-0.1, -0.1, 0.1], [0.1, -0.2, 0.2], [0.1, 0.0, 0.3], [-0.1, 0.0, -0.2], [0.1, 0.1, 0.0], [0.2, -0.1, 0.2], [-0.1, 0.6, -0.5]]
}

=====

Record 4
{
  "formula": "C4H5NO",
  "method": "the ωB97M-V functional and the def2-TZVPD basis",
  "lumo_energy_ev": -0.2598,
  "max_force_ev_per_a": 0.71,
  "relative_energy_ev": 5.4760,
  "e_homo_ev": -9.71,
  "charge": 0,
  "e_tot_ev": -7761.050,
  "multiplicity": 1,
  "elements": ["C", "C", "C", "O", "C", "N", "H", "H", "H", "H", "H"],
  "xyz": [[-0.663508, -0.617576, 1.234933], [-0.246816, -0.794278, -0.201072], [0.233636, 1.872682, -1.035959], [1.274744, 1.054564, -1.179479], [0.891926, -0.185731, -0.741055], [1.251317, -1.360022, -0.562165], [-0.930465, -1.583959, 1.667521], [0.129720, -0.161331, 1.836552], [-1.542516, 0.037272, 1.294973], [-1.029032, -1.092665, -0.899102], [0.630994, 2.831044, -1.415147]],
  "atomic_forces_ev_per_a": [[0.1, -0.1, 0.0], [-0.3, -0.2, 0.1], [0.4, 0.3, -0.2], [-0.3, 0.2, 0.1], [-0.1, -0.5, 0.2], [-0.2, 0.7, 0.0], [0.0, 0.1, 0.1], [-0.1, -0.1, -0.1], [0.2, -0.1, -0.1], [0.2, -0.2, 0.1], [0.2, 0.0, -0.1]]
}

=====

Record 5
{
  "formula": "C4H5NO",
  "method": "the ωB97M-V functional and the def2-TZVPD basis",
  "lumo_energy_ev": 0.7352,
  "max_force_ev_per_a": 1.13,
  "relative_energy_ev": 4.5546,
  "e_homo_ev": -9.88,
  "charge": 0,
  "e_tot_ev": -7761.972,
  "multiplicity": 1,
  "elements": ["C", "C", "C", "O", "C", "N", "H", "H", "H", "H", "H"],
  "xyz": [[-0.954709, -0.665588, 0.572213], [0.491199, -0.279169, 0.686145], [1.315737, 0.037925, -0.301446], [0.874798, 0.408335, -1.592453], [-0.965274, 1.938825, -0.975411], [-0.136911, 1.258050, -1.469404], [-1.651935, 0.037023, 1.041869], [-1.264124, -0.814841, -0.464794], [-1.045612, -1.628179, 1.087207], [0.939964, -0.344288, 1.672219], [2.396866, 0.051910, -0.256140]],
  "atomic_forces_ev_per_a": [[0.0, 0.0, 0.0], [0.2, -0.1, -0.1], [0.0, -0.1, 0.5], [-0.1, -0.1, -0.1], [0.6, -0.4, -0.8], [-0.8, 0.6, 0.5], [0.2, 0.0, -0.1], [0.1, 0.1, 0.2], [-0.1, 0.1, 0.0], [0.1, -0.3, -0.1], [-0.1, 0.2, 0.1]]
}

=====

Record 6
{
  "formula": "C4H5NO",
  "method": "the ωB97M-V functional and the def2-TZVPD basis",
  "lumo_energy_ev": -0.3212,
  "max_force_ev_per_a": 2.34,
  "relative_energy_ev": 1.5261,
  "e_homo_ev": -11.03,
  "smiles": "CCC(=O)C#N",
  "charge": 0,
  "e_tot_ev": -7765.000,
  "multiplicity": 1,
  "elements": ["C", "C", "C", "O", "C", "N", "H", "H", "H", "H", "H"],
  "xyz": [[-0.856713, -0.940924, 0.771364], [0.386338, -0.061742, 0.484076], [0.490617, 0.225874, -0.963555], [0.518451, -0.643175, -1.800866], [0.599351, 1.659126, -1.228526], [0.525375, 2.809441, -1.301374], [-1.693506, -0.329200, 1.153504], [-1.206258, -1.413200, -0.153281], [-0.670579, -1.712518, 1.513705], [0.428478, 0.791674, 1.165808], [1.478451, -0.385351, 0.359148]],
  "atomic_forces_ev_per_a": [[0.3, -0.3, 0.1], [0.7, -0.2, -0.1], [-0.8, 0.1, -0.7], [-0.1, 0.8, 0.1], [-0.1, 1.4, -0.7], [0.2, -0.8, 0.0], [0.6, 0.0, -0.2], [0.2, 0.0, 0.3], [0.1, -0.1, 0.0], [-0.1, 0.1, -0.5], [-1.1, -1.0, 1.8]]
}

=====

Record 7
{
  "formula": "C4H5NO",
  "method": "the ωB97M-V functional and the def2-TZVPD basis",
  "lumo_energy_ev": 0.8535,
  "max_force_ev_per_a": 0.73,
  "relative_energy_ev": 5.4914,
  "e_homo_ev": -9.01,
  "charge": 0,
  "e_tot_ev": -7761.035,
  "multiplicity": 1,
  "elements": ["C", "C", "C", "C", "N", "O", "H", "H", "H", "H", "H"],
  "xyz": [[-1.572706, -0.527221, 0.206608], [-0.071729, 1.120614, 0.569947], [1.028388, 1.136284, -0.223449], [1.597790, -0.178096, -0.328836], [0.918140, -1.127740, 0.220755], [-0.217709, -0.331718, 0.816795], [-2.269831, -0.238169, 0.991569], [-1.718601, 0.128843, -0.660538], [-1.611949, -1.574107, -0.062594], [1.373941, 2.024302, -0.727049], [2.544263, -0.432996, -0.803209]],
  "atomic_forces_ev_per_a": [[0.0, -0.4, 0.1], [0.5, 0.4, -0.2], [0.0, 0.3, 0.2], [-0.2, -0.2, 0.1], [-0.1, 0.3, -0.5], [-0.5, 0.5, -0.2], [0.1, -0.2, -0.1], [0.3, -0.3, 0.3], [-0.1, -0.2, 0.1], [0.3, 0.0, 0.2], [-0.3, -0.1, 0.1]]
}

=====

Record 8
{
  "formula": "C4H5NO",
  "method": "the ωB97M-V functional and the def2-TZVPD basis",
  "lumo_energy_ev": 0.5970,
  "max_force_ev_per_a": 1.18,
  "relative_energy_ev": 0.7851,
  "e_homo_ev": -10.62,
  "smiles": "C[C@H](C#N)C=O",
  "charge": 0,
  "e_tot_ev": -7765.741,
  "multiplicity": 1,
  "elements": ["C", "C", "C", "N", "C", "O", "H", "H", "H", "H", "H"],
  "xyz": [[-1.026707, -0.634469, 0.486253], [0.223985, 0.252489, 0.377812], [-0.078476, 1.521314, -0.294981], [-0.317346, 2.416988, -0.987102], [1.282010, -0.338146, -0.569958], [1.068548, -1.331957, -1.208855], [-1.780838, -0.167596, 1.127513], [-1.472446, -0.814440, -0.496227], [-0.753969, -1.603296, 0.913423], [0.645043, 0.448875, 1.374438], [2.210195, 0.250239, -0.722321]],
  "atomic_forces_ev_per_a": [[0.0, -0.1, 0.0], [-0.2, 0.0, -0.1], [-0.5, 0.9, -0.6], [0.3, -0.7, 0.8], [-0.1, -0.5, -0.3], [0.2, 0.2, 0.3], [0.2, 0.0, -0.1], [0.2, 0.1, 0.2], [0.0, 0.2, -0.1], [0.1, 0.0, -0.3], [-0.1, -0.1, 0.2]]
}